No. 1
The following is a DFT calculation (ωB97M-V/def2-TZVPD) of a structure of composition C24H18AlIN4O2S.

For the electronic energy, the calculation gives -2232.89366 a.u. As for the HOMO-LUMO gap: 6.83 eV. As for the net charge: +2. As for the molar mass: 580.4 g mol⁻¹.

Atoms and positions in Å:
1 C -0.5183 0.1268 2.6364
2 I -0.7046 -0.6249 -6.0096
3 H -0.8417 -0.9382 -2.9197
4 H -0.6631 -4.4072 -1.0770
5 C 2.6542 -3.7470 -1.4814
6 H -2.6210 6.7198 3.0010
7 C -2.0387 5.0515 0.1116
8 O -0.4168 -1.9405 -0.6758
9 H 1.0194 -2.6120 1.7252
10 H -1.2005 0.6364 4.6222
11 C -2.1368 4.6396 2.8577
12 H -0.3720 -1.4556 5.6066
13 Al 0.1094 -0.2866 -0.1389
14 H 1.1088 1.8840 -5.4861
15 C 0.3810 -2.2017 3.7378
16 C 0.8463 -2.2368 -0.7604
17 C 2.1584 -6.0373 -1.9968
18 O 1.6436 -1.2823 -0.4223
19 H 2.4952 -7.0174 -2.3079
20 C 1.1147 1.5734 -2.1297
21 C 0.8893 1.4926 -4.5019
22 C -2.3381 6.1081 0.9671
23 H 4.1128 -5.1673 -2.1374
24 C -0.9895 1.3114 1.8839
25 C -1.8616 3.5874 2.0054
26 C 0.0760 0.3751 -4.3518
27 H -2.5312 7.0880 0.5538
28 C 1.4208 2.0914 -3.3690
29 C -0.1987 -0.0820 -3.0753
30 C 1.3006 -3.5380 -1.1873
31 H 0.1127 -6.6535 -1.7874
32 N 0.3021 0.5111 -1.9810
33 C 3.0736 -4.9950 -1.8935
34 H 1.5357 1.9939 -1.2252
35 H -2.1560 4.4809 3.9303
36 C -0.2422 -1.2700 4.5490
37 N -1.5730 2.3019 2.5383
38 C 0.5289 -1.9149 2.3912
39 H 3.3523 -2.9248 -1.3942
40 C 0.8143 -5.8352 -1.7018
41 H 0.7447 -3.1365 4.1387
42 S -1.5612 2.4240 -0.4647
43 C -1.8186 3.7946 0.6369
44 C -0.7023 -0.0841 3.9894
45 N 0.0887 -0.7777 1.8546
46 C 0.3788 -4.5872 -1.3056
47 N -0.7882 1.2770 0.5848
48 C -2.3898 5.9014 2.3339
49 H -1.6719 2.2246 3.5378
50 H -1.9986 5.2088 -0.9589
51 H 2.0721 2.9496 -3.4533

---

No. 2
The following is a DFT calculation (ωB97M-V/def2-TZVPD) of the molecule C4H8N2 at a distorted geometry.

For the electronic energy, the calculation gives -266.65771 a.u. As for the HOMO-LUMO gap: 9.66 eV. As for the energy above the lowest of the compared OMol25 structures with the same formula, charge and spin: 1.750 eV. As for the molar mass: 84.1 g mol⁻¹. As for the SMILES: [H]/N=C(/C)N1CC1.

Atoms and positions in Å:
1 H -1.1309 0.7057 2.2833
2 C -0.0604 1.6316 0.4394
3 H 0.7383 0.5985 2.3148
4 H 0.2712 -1.7293 -2.2791
5 H -0.9192 2.1567 0.0615
6 C 0.2345 -0.7499 -1.8111
7 C -0.1741 0.7567 1.6960
8 H 0.9202 2.0772 0.2528
9 C 0.0129 -0.9497 -0.3231
10 N -0.1400 -2.1376 0.1247
11 H -0.5639 -0.1956 -2.3122
12 H 1.1634 -0.2572 -1.9731
13 H -0.2537 -2.1416 1.1369
14 N -0.0982 0.2345 0.3893

---

No. 3
The following is a DFT calculation (ωB97M-V/def2-TZVPD) of the molecule C3H5N3O at a distorted geometry.

For the electronic energy, the calculation gives -356.76287 a.u. As for the HOMO-LUMO gap: 10.99 eV. As for the energy above the lowest of the compared OMol25 structures with the same formula, charge and spin: 2.572 eV. As for the molar mass: 99.1 g mol⁻¹. As for the SMILES: OCc1nc[nH]n1.

Atoms and positions in Å:
1 N -1.9731 -0.3357 0.7725
2 H 1.7225 -1.4882 -1.6172
3 H 0.7975 0.4262 -2.3175
4 H -1.2764 0.4424 2.6193
5 C 1.1090 0.3177 -1.2668
6 N -1.1898 -0.3592 -0.7050
7 H -2.8720 -0.5707 1.2578
8 N 0.0546 0.5720 1.0036
9 H 1.6137 1.2326 -0.9589
10 O 2.0391 -0.7289 -1.1135
11 C -1.0866 0.2399 1.5634
12 C -0.0751 0.1827 -0.2973

---

No. 4
The following is a DFT calculation (ωB97M-V/def2-TZVPD) of a structure of composition C20H32IrN3OS3Si.

For the electronic energy, the calculation gives -2609.04580 a.u. The expectation value of S² is 0.7561. As for the HOMO-LUMO gap (alpha / beta): 7.03 / 8.31 eV. As for the net charge: +1. As for the energy above the lowest of the compared OMol25 structures with the same formula, charge and spin: 0.000 eV. As for the molar mass: 647.0 g mol⁻¹. As for the spin multiplicity: 2.

Atoms and positions in Å:
1 H 1.3805 -1.5620 3.7788
2 H 5.0132 0.0282 1.9619
3 H -2.9658 4.4497 -0.7261
4 N 2.3450 -0.3531 -2.4652
5 C -0.1666 -3.9968 0.5269
6 H -0.6513 3.7168 1.6924
7 C 0.8697 -1.7744 2.8385
8 H 1.5504 2.5870 0.8290
9 C 0.9408 2.1821 0.0277
10 H -2.2344 -4.0050 -0.0684
11 C -2.4268 3.5315 -0.9714
12 C 3.0050 -0.3422 -1.2553
13 H -4.7455 2.8416 1.1160
14 C -1.6170 3.2862 1.9622
15 H -2.1040 0.3900 2.2828
16 H -1.7661 -0.6971 3.6332
17 S -1.7291 -1.6614 -0.0125
18 H 2.7916 -2.1106 1.8697
19 H 4.8574 -0.8378 -2.2338
20 N 0.1403 0.4455 -2.0502
21 H -1.8119 1.0202 -1.8243
22 H -1.7873 -2.6443 2.1495
23 H -1.1436 -3.4819 -1.3347
24 H -2.9343 3.0769 -1.8262
25 H 1.7693 -0.0459 -4.9375
26 H 2.0124 -3.5125 2.5432
27 H 0.0074 -2.3836 3.0967
28 H 6.1888 -0.6714 -0.1578
29 C -0.2674 0.5959 -4.7952
30 C -1.3391 -3.4112 -0.2632
31 H 0.0000 -5.0203 0.1918
32 C 4.4756 -0.1159 1.0367
33 S 0.1587 -0.1439 2.3386
34 C 1.1185 0.1231 -2.8979
35 H -0.3915 -4.0515 1.5920
36 C 0.9434 0.2041 -4.2849
37 C 5.1226 -0.4917 -0.1414
38 C -1.3016 0.8941 -3.9134
39 C -2.1460 -1.6958 1.7567
40 C 3.1209 0.0705 0.9964
41 Si -2.3890 2.3843 0.5097
42 S 1.3735 -3.0769 0.2940
43 C -4.1539 1.9379 0.9510
44 H -1.4206 3.8164 -1.2864
45 H 2.5862 0.3804 1.8819
46 H -4.2190 1.3402 1.8645
47 C -1.6050 -0.5266 2.5677
48 H -4.6307 1.3705 0.1482
49 N 2.3666 -0.0940 -0.1156
50 H 0.6930 2.8417 -0.7971
51 C 1.8238 -2.5983 1.9767
52 H -3.2312 -1.7021 1.8657
53 O -1.6316 0.9728 0.1699
54 C -1.0601 0.8088 -2.5678
55 H -2.2800 1.1894 -4.2619
56 C 4.3867 -0.5939 -1.2907
57 H -1.4559 2.6277 2.8213
58 H -2.2645 4.1003 2.2969
59 H 2.9516 -0.5902 -3.2329
60 Ir 0.2876 0.3172 0.0091
61 H -0.4101 0.6613 -5.8653

---

No. 5
The following is a DFT calculation (ωB97M-V/def2-TZVPD) of a structure of composition C15H24N2O at a distorted geometry.

For the electronic energy, the calculation gives -770.11143 a.u. As for the HOMO-LUMO gap: 8.35 eV. As for the energy above the lowest of the compared OMol25 structures with the same formula, charge and spin: 17.523 eV. As for the molar mass: 248.4 g mol⁻¹.

Atoms and positions in Å:
1 O -2.9361 -0.3142 -1.3721
2 H 3.5257 -0.9142 0.6381
3 H -2.5402 -2.9246 -1.4825
4 H -2.6386 1.3150 0.1044
5 C 3.1499 2.3489 -0.2011
6 H -1.7598 -3.5252 1.1844
7 H 2.7198 3.0880 0.4286
8 H -1.2751 -1.7916 -2.3065
9 C -3.2184 1.0245 -0.7429
10 C -2.6808 -1.4962 0.8089
11 H -2.7260 -2.6816 2.8643
12 C -1.6545 -2.1323 -1.3589
13 H 5.1377 2.4671 0.7733
14 C -2.1296 -1.2063 -0.3703
15 H 5.6812 -0.0533 0.6910
16 H 3.5929 2.6155 -1.4433
17 C 2.6498 -0.0361 -1.1870
18 C -5.1287 2.3001 0.0802
19 C 1.2339 0.9930 0.5997
20 H 4.1313 -1.5962 -0.7263
21 N 2.1846 1.1486 -0.4653
22 H -0.9945 -2.2302 2.0998
23 C 4.2602 1.6906 0.5204
24 H 3.8904 1.4490 1.7828
25 C -4.7636 0.9207 -0.3965
26 H -1.0223 -2.9538 -0.7372
27 H -5.3221 0.7962 -1.4174
28 H 1.7575 -0.7497 -1.0547
29 H 5.3115 0.6012 -1.0984
30 N -5.3213 3.6186 0.4798
31 C 0.0665 0.2677 0.1853
32 H -3.1805 1.8268 -1.4801
33 C -2.0009 -2.5660 1.7819
34 C 3.8188 -0.5849 -0.2255
35 H -3.7501 -2.2248 0.3568
36 H 3.0649 0.0856 -2.0024
37 H 1.0020 1.7615 1.0881
38 H 1.8594 0.4283 1.5019
39 C -0.9539 -0.5344 0.1501
40 H -3.0238 -0.7405 1.4141
41 C 4.9437 0.1555 -0.1550
42 H -4.9610 0.3537 0.6898